(1)
Formula: C22H28NO2
Source: the OMol25 dataset
Level of theory: ωB97M-V/def2-TZVPD

```
53
Properties=species:S:1:pos:R:3:lowdin_charge:R:1
O -0.29 -1.40 3.57 -0.04
O 6.08 -0.54 3.54 -0.04
N -1.11 0.55 -3.11 -0.07
C -3.66 0.37 0.55 -0.10
C -2.73 0.38 -5.04 -0.18
C -0.80 1.04 -1.81 -0.29
C -4.13 1.64 0.78 -0.09
C -1.93 1.26 -0.87 -0.22
C -2.56 0.17 -0.26 -0.05
C -0.21 -0.45 -3.75 -0.16
C 3.87 -1.70 3.55 0.03
C 6.70 -1.81 3.55 -0.07
C 4.68 -0.55 3.54 -0.16
C -3.51 2.73 0.20 -0.07
C -1.88 -0.75 -5.62 -0.21
C 0.47 -0.27 3.52 0.08
C 4.05 0.70 3.52 0.04
C -1.67 -1.14 3.57 -0.03
C 0.45 1.28 -1.38 0.05
C -0.40 -0.55 -5.27 -0.18
C -2.53 0.47 -3.51 -0.16
C 2.50 -1.59 3.54 0.04
C -2.41 2.54 -0.62 -0.03
C 1.86 -0.33 3.52 -0.18
C 2.68 0.83 3.51 0.03
H -2.18 -0.82 -0.45 0.12
H -1.96 -0.61 4.47 0.11
H 6.43 -2.37 2.66 0.10
H 0.22 -1.34 -5.69 0.11
H -0.05 0.38 -5.74 0.11
H 2.22 1.80 3.50 0.13
H -5.00 1.79 1.40 0.10
H -0.02 0.69 3.48 0.16
H -0.39 -1.41 -3.27 0.12
H 1.30 1.16 -2.01 0.04
H 0.62 1.63 -0.38 0.04
H 4.32 -2.67 3.56 0.12
H -2.43 1.33 -5.50 0.12
H -2.03 -0.84 -6.71 0.11
H -1.95 -0.57 2.68 0.08
H 7.78 -1.65 3.55 0.11
H 0.83 -0.18 -3.50 0.10
H -3.79 0.26 -5.29 0.11
H -2.23 -1.71 -5.21 0.11
H -3.88 3.73 0.37 0.11
H -2.19 -2.11 3.54 0.11
H 4.68 1.57 3.51 0.13
H 6.43 -2.36 4.45 0.10
H -4.15 -0.48 0.99 0.10
H -3.05 1.35 -3.10 0.12
H -2.98 -0.39 -3.02 0.11
H -1.93 3.38 -1.09 0.12
H 1.87 -2.46 3.55 0.13
```

Results
Relative energy (zero: lowest compared OMol25 entry of this formula, charge and spin) ... 30.3 kcal/mol
Gap between HOMO and LUMO ... 4.280 eV
E_HOMO ... -9.663 eV
Net charge ... +1

=====

(2)
Formula: C22H29BMoN7O5S
Source: the OMol25 dataset
Level of theory: ωB97M-V/def2-TZVPD

```
66
Properties=species:S:1:pos:R:3:lowdin_charge:R:1
Mo 0.13 0.19 0.48 1.79
S -2.19 -0.82 2.75 0.63
O -2.60 -2.18 2.59 -0.28
O -3.06 1.86 -1.31 0.13
O -1.12 -0.49 3.65 -0.29
O 1.04 1.03 -1.45 -0.38
O -1.08 1.50 -0.35 -0.23
N 0.52 -1.50 1.73 -0.14
N 2.36 -0.13 0.45 -0.07
N 1.40 1.09 3.06 0.00
N 0.53 1.43 2.08 -0.10
N 3.06 -0.09 1.61 -0.01
N -1.77 -0.23 1.25 -0.31
N 1.38 -1.42 2.77 -0.01
C -3.38 1.37 3.82 -0.04
C -6.94 2.49 4.47 -0.04
C 1.31 1.98 4.05 -0.03
C 4.53 -0.48 0.00 -0.01
C 1.45 -2.61 3.37 -0.03
C 0.37 2.93 3.71 -0.02
C 4.36 -0.30 1.36 -0.04
C 0.55 0.37 -2.62 -0.21
C -2.40 1.27 -0.51 -0.57
C 2.04 3.03 -0.51 -0.05
C 0.61 -3.50 2.72 -0.01
C 1.80 2.23 -1.76 -0.21
C -2.89 0.18 0.40 -0.16
C 0.04 -2.75 1.70 -0.13
C -5.95 0.38 3.50 -0.02
C -4.87 -0.39 3.10 -0.05
C -4.47 2.13 4.21 -0.02
C -3.59 0.12 3.25 -0.31
C -5.77 1.65 4.05 -0.25
C 3.25 -0.37 -0.52 -0.11
C -0.11 2.54 2.47 -0.12
C -0.36 -0.77 -2.19 -0.02
B 2.27 -0.18 2.93 -0.49
H 1.93 1.87 4.92 0.14
H -0.86 2.98 1.84 0.12
H -6.94 3.44 3.94 0.09
H 0.07 3.79 4.29 0.11
H -0.73 -3.02 0.99 0.12
H -6.89 2.71 5.54 0.09
H 2.66 2.49 0.21 0.07
H -0.19 -1.70 -2.74 0.11
H -0.15 -1.08 -1.14 0.03
H 2.08 -2.75 4.23 0.14
H 2.73 1.91 -2.23 0.13
H 2.57 3.95 -0.78 0.10
H -5.01 -1.38 2.69 0.12
H -6.95 -0.01 3.39 0.12
H 0.00 1.08 -3.24 0.14
H 5.44 -0.66 -0.53 0.11
H -3.71 0.61 0.98 0.12
H -2.37 1.73 3.97 0.10
H -3.30 -0.64 -0.19 0.14
H 3.00 -0.29 3.87 0.13
H 1.21 2.79 -2.49 0.13
H -7.89 1.99 4.27 0.08
H 2.94 -0.44 -1.55 0.11
H -4.32 3.10 4.66 0.12
H -1.42 -0.51 -2.24 0.09
H 5.06 -0.31 2.17 0.14
H 0.41 -4.52 2.97 0.11
H 1.10 3.31 -0.04 0.07
H 1.41 0.00 -3.19 0.13
```

Results
Relative energy (zero: lowest compared OMol25 entry of this formula, charge and spin) ... 0.0 kcal/mol
Gap between HOMO and LUMO (spin up / spin down) ... 7.585 / 7.557 eV
E_HOMO (spin up / spin down) ... -11.426 / -11.672 eV
Net charge ... +1
Spin multiplicity ... 3

=====

(3)
Formula: C22H29BrCuF5N4O2STe
Source: the OMol25 dataset
Level of theory: ωB97M-V/def2-TZVPD

```
66
Properties=species:S:1:pos:R:3:lowdin_charge:R:1
Te 1.72 2.16 1.03 1.78
Br -2.62 -0.41 1.42 0.82
Cu 0.00 -0.43 -0.04 0.25
S -0.14 -2.46 -1.14 0.65
F 2.74 0.63 0.75 -0.36
F 1.06 3.86 1.47 -0.38
F 1.71 2.72 -0.77 -0.37
F 3.40 2.99 1.02 -0.38
F 1.97 1.91 2.86 -0.37
O 0.11 1.36 0.89 -0.59
O 0.34 -1.39 1.62 -0.22
N 2.33 -1.42 -1.60 0.01
N 2.25 -3.69 -1.27 0.05
N 1.49 -0.32 -1.62 -0.07
N -0.78 0.97 -1.73 0.09
C -1.32 2.84 -3.69 -0.06
C -1.91 1.65 -1.72 -0.11
C -2.26 -1.32 6.69 -0.56
C 2.78 -1.59 3.33 -0.04
C 0.35 -1.91 3.93 -0.08
C 1.72 -2.58 3.82 -0.53
C -0.12 2.15 -3.69 -0.01
C -2.24 -0.87 4.17 -0.10
C -1.60 -1.32 5.31 -0.19
C -2.56 -2.77 7.11 -0.05
C -0.28 -1.38 2.76 -0.38
C -3.58 -0.54 6.69 -0.08
C 2.13 0.16 -3.94 -0.01
C 1.61 -2.47 -1.34 -0.84
C 2.19 -3.14 5.16 -0.08
C -0.32 -1.85 5.14 0.00
C 1.31 0.33 -2.69 -0.28
C -1.59 -0.92 2.95 -0.53
C -2.25 2.58 -2.69 -0.05
C 1.63 -3.76 2.84 -0.04
C 0.12 1.21 -2.69 -0.22
C -1.33 -0.69 7.73 -0.06
H 1.29 -3.42 1.86 0.06
H 1.77 -4.36 -0.69 0.06
H -3.20 3.09 -2.65 0.10
H 0.63 2.35 -4.44 0.11
H 2.79 1.03 -4.05 0.09
H 0.18 -2.25 6.02 0.09
H 3.16 -3.62 5.02 0.08
H 2.58 -1.26 2.32 0.06
H -3.23 -3.25 6.38 0.09
H 1.50 -3.89 5.56 0.08
H -1.83 -0.63 8.70 0.08
H -1.65 -3.36 7.15 0.08
H 2.74 -0.73 -3.85 0.07
H -3.99 -0.51 7.70 0.08
H -2.58 1.45 -0.88 0.08
H 0.93 -4.52 3.21 0.09
H 2.32 -2.35 5.91 0.08
H -3.42 0.49 6.35 0.09
H 1.50 0.09 -4.82 0.08
H -1.53 3.57 -4.46 0.10
H 3.77 -2.06 3.36 0.08
H -3.25 -0.48 4.20 0.08
H -0.42 -1.27 7.86 0.07
H -4.32 -1.00 6.04 0.08
H -3.04 -2.80 8.09 0.08
H 2.81 -0.71 3.98 0.09
H -1.05 0.32 7.42 0.09
H 2.61 -4.24 2.73 0.08
H 3.24 -3.61 -1.10 0.08
```

Results
Relative energy (zero: lowest compared OMol25 entry of this formula, charge and spin) ... 13.0 kcal/mol
Gap between HOMO and LUMO (spin up / spin down) ... 6.995 / 6.721 eV
E_HOMO (spin up / spin down) ... -4.530 / -4.488 eV
Net charge ... -1
Spin multiplicity ... 2

=====

(4)
Formula: C22H29Ca2Cl7F3KN3O12PS5
Source: the OMol25 dataset
Level of theory: ωB97M-V/def2-TZVPD

```
85
Properties=species:S:1:pos:R:3:lowdin_charge:R:1
Ca -1.41 1.34 -4.91 1.64
Ca -3.54 -1.09 -0.86 1.40
K -1.94 0.37 3.66 0.96
Cl -11.07 -6.81 4.63 0.53
Cl -9.82 -2.28 0.91 0.55
Cl -8.21 -4.14 2.45 0.51
Cl -10.89 -5.95 1.86 0.50
Cl -6.95 -2.43 0.46 0.48
Cl -11.57 -4.03 3.94 0.51
Cl 3.12 -2.67 4.45 -0.32
S 4.01 5.45 -5.47 0.80
S 5.08 7.81 -1.49 0.48
S 5.74 5.29 -1.32 0.49
S 3.47 -1.99 -0.13 0.97
S -0.60 2.22 -0.14 0.72
P 2.78 1.43 -0.63 0.94
F -0.24 3.22 1.11 -0.17
F 5.22 9.04 -0.48 -0.21
F 4.19 5.02 -1.56 -0.21
O 2.38 3.00 -0.14 -0.31
O -2.73 0.13 -5.95 -0.33
O 5.95 3.53 2.11 -0.21
O -4.44 0.82 -4.90 -0.07
O 6.08 4.19 -0.43 -0.32
O 6.30 5.18 -2.63 -0.29
O -2.07 2.08 -0.24 -0.37
O 3.65 7.73 -1.62 -0.30
O 4.37 6.54 -4.54 -0.51
O 5.80 8.30 -2.63 -0.29
O -0.13 2.73 -1.43 -0.30
O -3.39 -0.98 -4.07 -0.15
N 1.05 -3.68 0.78 0.02
N 5.78 6.69 -0.62 -0.29
N -2.91 -1.91 4.22 -0.07
C 2.27 -3.90 1.54 -0.29
C 3.55 -3.18 1.27 -0.44
C -4.01 -3.39 2.40 -0.16
C 2.27 -4.90 2.62 -0.09
C 4.44 1.14 0.24 -0.24
C -4.13 -2.67 3.82 -0.21
C -3.19 -2.50 1.36 -0.31
C -1.70 -3.00 1.25 -0.13
C 0.08 0.56 0.13 -0.28
C 5.21 5.47 -6.82 -0.27
C 1.51 0.19 -0.09 -0.30
C 4.78 -3.44 2.02 -0.14
C -0.64 -1.87 0.80 -0.10
C -11.72 -5.71 3.41 -1.53
C 3.50 -5.16 3.38 -0.18
C 2.61 6.02 -6.47 -0.29
C -0.95 -0.42 0.56 -0.17
C -8.41 -3.34 0.89 -1.52
C -3.53 -0.06 -4.93 -1.08
C 4.79 -4.44 3.11 -0.15
C 0.78 -2.26 0.57 -0.17
C 1.81 -1.28 0.14 -0.36
H 1.06 -4.18 -0.12 0.14
H -12.77 -5.93 3.27 0.02
H -2.86 -0.99 3.77 -0.16
H 2.26 2.92 0.84 0.07
H 5.71 -2.87 1.77 0.11
H -2.02 -0.06 0.69 0.00
H -5.06 -3.42 1.99 0.04
H -3.70 -2.53 0.33 -0.03
H 2.84 6.99 -6.91 0.06
H 5.06 0.57 -0.52 0.04
H 5.28 6.48 -7.24 0.06
H -3.29 -1.44 1.74 0.06
H 1.75 6.11 -5.81 0.04
H -4.99 -1.94 3.84 0.13
H -1.39 -3.36 2.28 0.12
H 5.00 2.12 0.40 0.03
H -4.31 -3.45 4.62 0.13
H 1.35 -5.48 2.88 0.10
H 2.40 5.28 -7.25 0.04
H -3.55 -4.41 2.46 0.13
H 3.51 -5.94 4.18 0.10
H 6.50 4.13 1.59 -0.08
H 5.74 -4.64 3.66 0.11
H -8.57 -4.10 0.13 0.02
H 6.18 5.18 -6.42 0.05
H -2.04 -2.44 4.08 0.09
H 4.91 4.76 -7.59 0.04
H 4.35 0.52 1.17 0.05
H -1.70 -3.89 0.56 0.13
```

Results
Relative energy (zero: lowest compared OMol25 entry of this formula, charge and spin) ... 0.0 kcal/mol
Gap between HOMO and LUMO ... 1.345 eV
E_HOMO ... -5.766 eV

=====

(5)
Formula: C22H29I2N2O3P2V
Source: the OMol25 dataset
Level of theory: ωB97M-V/def2-TZVPD

```
61
Properties=species:S:1:pos:R:3:lowdin_charge:R:1
I 0.63 3.03 -2.82 0.42
I 2.29 -0.53 -1.20 0.89
V 0.09 -0.33 0.17 0.24
P -1.10 -0.97 -1.79 0.77
P 1.12 1.45 1.38 0.77
O -2.58 1.14 1.62 0.09
O 1.54 -2.74 1.40 0.21
O -1.35 -3.23 1.56 0.09
N -2.68 -2.04 3.05 0.23
N -1.49 -0.87 1.55 0.10
C 2.25 0.56 2.50 -0.21
C -2.65 0.85 6.96 -0.02
C -3.33 -0.75 3.05 -0.28
C -1.60 0.35 6.18 -0.04
C -6.90 -2.08 3.00 -0.02
C -3.17 -0.07 4.39 -0.13
C -3.95 0.89 6.47 -0.01
C -6.65 -0.54 1.14 -0.04
C -1.87 -0.12 4.89 -0.04
C -5.34 -0.25 1.55 -0.02
C -5.59 -1.80 3.41 -0.03
C -2.45 -0.02 2.01 -0.39
C -1.77 -2.16 2.00 -0.50
C 2.17 2.72 0.61 -0.26
C -0.84 -2.77 -1.77 -0.20
C -2.90 -0.82 -1.65 -0.20
C 0.11 2.41 2.53 -0.19
C -0.80 -0.50 -3.52 -0.24
C -7.42 -1.45 1.86 -0.03
C -4.79 -0.93 2.64 -0.16
C 0.87 -1.92 0.90 -0.28
C -4.22 0.46 5.16 0.02
H 1.67 -0.13 3.13 0.06
H -1.52 -3.24 -2.49 0.10
H 0.64 3.33 2.82 0.09
H -0.84 2.65 2.01 0.05
H -4.76 1.24 7.10 0.13
H -0.58 0.29 6.56 0.12
H 0.16 -0.91 -3.86 0.06
H -1.04 -3.18 -0.76 0.05
H -3.39 -1.14 -2.58 0.09
H -7.51 -2.79 3.56 0.13
H 2.40 3.49 1.36 0.09
H -1.61 -0.88 -4.17 0.09
H 2.77 1.29 3.13 0.10
H -3.15 0.23 -1.44 0.07
H -5.24 0.52 4.78 0.13
H -3.11 -2.90 3.35 0.18
H -0.76 0.60 -3.57 -0.04
H 2.98 -0.02 1.92 0.05
H -1.08 -0.59 4.29 0.11
H -0.12 1.82 3.42 0.06
H 3.09 2.26 0.23 0.05
H 1.62 3.16 -0.24 -0.07
H -8.45 -1.64 1.54 0.13
H -4.75 0.50 1.01 0.11
H -5.19 -2.26 4.32 0.14
H 0.19 -2.99 -2.05 0.06
H -2.44 1.21 7.97 0.13
H -3.27 -1.44 -0.82 0.06
H -7.02 -0.02 0.25 0.12
```

Results
Gap between HOMO and LUMO (spin up / spin down) ... 2.694 / 2.602 eV
E_HOMO (spin up / spin down) ... -16.396 / -16.402 eV
Net charge ... +3
Spin multiplicity ... 2

=====

(6)
Formula: C22H29IrN7Se
Source: the OMol25 dataset
Level of theory: ωB97M-V/def2-TZVPD

```
60
Properties=species:S:1:pos:R:3:lowdin_charge:R:1
Ir 0.23 -0.14 -0.23 1.26
Se -1.45 -0.57 3.22 1.07
N 1.82 0.78 -1.89 -0.11
N 0.04 1.69 0.67 -0.01
N -1.30 -1.07 1.43 -0.28
N 1.63 -0.30 1.21 -0.10
N 1.22 -1.96 -0.96 -0.17
N -2.55 -1.92 3.60 -0.22
N -1.03 1.43 -1.87 -0.15
C -2.77 -2.61 2.47 -0.40
C -1.54 0.20 -1.37 -0.21
C -0.89 3.85 1.03 0.05
C 1.64 0.62 2.10 -0.27
C 0.48 2.80 2.71 0.03
C 2.68 -0.35 -2.26 -0.17
C 1.92 -1.68 -2.25 -0.17
C 2.08 -2.46 0.16 -0.14
C -2.08 -2.15 1.28 -0.39
C 0.67 1.73 1.86 -0.24
C 2.62 -1.37 1.10 -0.15
C 2.63 0.65 3.22 0.02
C 1.24 1.61 -2.96 -0.15
C -1.19 2.63 -1.13 -0.17
C -2.27 -2.83 0.07 0.03
C -3.80 -4.37 1.11 -0.03
C -1.85 3.76 -1.86 0.01
C -0.27 1.43 -3.13 -0.12
C -3.62 -3.70 2.38 0.07
C -3.15 -3.95 0.00 -0.06
C -0.34 3.86 2.29 0.00
C -0.70 2.72 0.19 -0.18
H 3.55 -0.95 0.72 0.13
H 2.61 -2.49 -2.49 0.13
H 2.85 -1.82 2.07 0.13
H -1.74 -2.49 -0.81 0.08
H -0.64 2.23 -3.77 0.13
H -1.13 4.30 -2.49 0.11
H 1.14 -1.66 -3.01 0.12
H -0.49 0.49 -3.63 0.12
H -4.14 -4.03 3.26 0.13
H -1.75 -0.51 -2.17 0.07
H 3.11 -0.23 -3.26 0.13
H 2.39 1.40 3.97 0.08
H -3.31 -4.46 -0.94 0.12
H 1.71 1.38 -3.93 0.13
H 2.68 -0.32 3.72 0.10
H -0.51 4.70 2.94 0.13
H -2.39 0.34 -0.71 0.08
H 1.45 -3.14 0.74 0.13
H -2.29 4.48 -1.19 0.08
H 0.94 2.83 3.69 0.12
H 2.33 1.39 -1.27 0.11
H -1.47 4.69 0.69 0.12
H 2.92 -3.04 -0.23 0.13
H 0.57 -2.71 -1.16 0.11
H -4.47 -5.22 1.05 0.12
H 1.46 2.66 -2.75 0.13
H 3.62 0.87 2.83 0.12
H -2.63 3.38 -2.52 0.11
H 3.51 -0.40 -1.56 0.12
```

Results
Relative energy (zero: lowest compared OMol25 entry of this formula, charge and spin) ... 0.0 kcal/mol
Gap between HOMO and LUMO (spin up / spin down) ... 5.497 / 6.469 eV
E_HOMO (spin up / spin down) ... -11.945 / -14.332 eV
Net charge ... +2
Spin multiplicity ... 6

=====

(7)
Formula: C22H29N3O2S
Source: the OMol25 dataset
Level of theory: ωB97M-V/def2-TZVPD

```
57
Properties=species:S:1:pos:R:3:lowdin_charge:R:1
S 3.60 -0.19 -0.27 1.02
O 0.28 1.85 -3.78 0.07
O -2.06 2.87 1.73 0.06
N -2.65 2.44 -0.41 0.08
N 1.90 1.03 -2.39 0.10
N -4.36 0.37 0.14 -0.20
C -4.04 2.79 -0.23 -0.16
C -6.28 -1.21 -0.33 -0.08
C -4.39 0.35 1.59 -0.25
C 2.00 0.57 -0.04 -0.45
C 3.41 -1.70 0.63 -0.52
C -4.80 -0.85 -0.50 -0.25
C 2.35 1.10 -4.74 0.00
C 0.24 1.26 1.43 -0.01
C -0.47 1.78 0.35 -0.12
C 3.22 -4.11 2.01 -0.28
C 0.08 1.72 -0.92 0.05
C 2.10 -3.56 1.39 -0.04
C -1.79 2.41 0.63 -0.45
C 4.53 -2.25 1.24 -0.10
C 2.19 -2.37 0.70 -0.09
C 3.10 -5.40 2.78 -0.05
C -4.95 1.57 -0.44 -0.19
C 1.32 1.12 -1.13 -0.22
C 1.38 1.38 -3.61 -0.51
C -3.42 -0.67 2.18 -0.07
C 1.46 0.66 1.24 -0.09
C 4.43 -3.44 1.92 -0.04
H -5.06 1.39 -1.51 0.12
H -4.07 1.34 1.93 0.10
H -3.77 -1.69 2.04 0.06
H -0.19 1.33 2.42 0.12
H 2.01 0.25 2.07 0.12
H -5.40 0.17 1.98 0.11
H 1.32 -1.95 0.22 0.11
H -5.94 1.80 -0.02 0.12
H -3.30 -0.48 3.24 0.07
H -2.45 -0.56 1.70 0.07
H -6.53 -1.36 0.72 0.06
H 2.59 0.04 -4.78 0.09
H 2.73 -5.20 3.78 0.09
H -0.42 2.16 -1.77 0.10
H -4.13 3.20 0.78 0.11
H -4.19 -1.67 -0.12 0.10
H -4.58 -0.76 -1.57 0.11
H 2.82 0.60 -2.39 0.08
H -6.49 -2.13 -0.87 0.07
H -6.92 -0.43 -0.73 0.06
H 1.90 1.40 -5.68 0.08
H 1.15 -4.07 1.45 0.11
H -4.32 3.57 -0.95 0.12
H 5.31 -3.86 2.39 0.11
H -2.43 1.91 -1.24 0.14
H 3.27 1.66 -4.58 0.08
H 4.07 -5.89 2.87 0.08
H 2.40 -6.07 2.29 0.08
H 5.48 -1.73 1.17 0.10
```

Results
Relative energy (zero: lowest compared OMol25 entry of this formula, charge and spin) ... 6.5 kcal/mol
SMILES string ... CCN(CC)CCNC(=O)c1ccc(Sc2ccc(C)cc2)c(NC(C)=O)c1
Gap between HOMO and LUMO ... 8.713 eV
E_HOMO ... -8.167 eV